Entry 1:
ORCA calculation (ωB97M-V with the def2-TZVPD basis set) on 7 unconnected molecules or ions with the total composition H14O7 in a non-equilibrium geometry.

```
21
Properties=species:S:1:pos:R:3
O 3.82 1.51 0.47
O -1.21 1.82 1.22
O -1.37 -1.10 -0.43
O -0.36 -0.62 -2.25
O 1.65 -1.58 -0.84
O 2.71 -0.81 1.38
O -5.36 0.36 0.93
H 3.08 1.33 0.93
H 3.72 2.42 0.10
H 1.00 -2.27 -1.05
H 1.86 -0.46 1.56
H -2.13 -0.41 -0.44
H -0.88 2.72 1.11
H 0.28 -0.18 -1.71
H -5.90 -0.29 0.46
H 0.09 -1.01 -3.10
H -0.64 -0.46 -0.26
H -0.93 1.69 2.20
H 2.70 -1.28 0.53
H 2.31 -1.43 -1.47
H -4.45 0.06 0.64
```

Values from the calculation:
* SMILES: O.O.O.O.O.O.O
* E_LUMO: 0.0 eV
* E_HOMO: -9.94 eV
* electronic energy: -14557.4157 eV
* ΔE to the lowest compared entry with this formula, charge and spin: 390.3 kJ/mol

Entry 2:
ORCA calculation (ωB97M-V with the def2-TZVPD basis set) on a molecular structure, C23H6Cl6F7InNO4S.

```
49
Properties=species:S:1:pos:R:3
In 1.03 0.30 -0.30
Cl -0.17 3.34 -1.08
Cl -0.34 4.69 -3.87
Cl 1.44 -1.25 -3.40
Cl 0.38 3.08 -6.43
Cl 1.20 0.08 -6.20
Cl 3.83 1.39 -0.42
S 2.10 -1.98 -0.07
F -0.56 -5.88 3.49
F -1.70 -3.43 3.12
F 1.17 2.48 4.76
F 1.81 -6.44 2.28
F -3.07 1.91 2.93
F 2.99 -4.65 0.69
F -0.52 -1.60 1.58
O 2.82 2.44 -0.56
O 3.65 0.79 0.89
O 5.15 1.92 -0.57
O 3.56 0.38 -1.43
N -1.38 0.01 -0.44
C 0.68 1.11 -2.35
C 0.16 3.05 -3.74
C 0.21 1.16 1.53
C 0.86 0.99 -4.78
C -3.38 1.03 0.30
C -0.96 2.23 3.82
C -3.36 -0.30 -1.70
C -4.05 0.49 -0.79
C 0.41 2.09 3.72
C 0.26 2.43 -2.49
C 1.28 -3.05 1.04
C -0.53 -3.73 2.52
C 1.01 1.56 2.60
C 0.47 2.33 -4.89
C -2.02 -0.50 -1.48
C 0.09 -2.79 1.71
C 0.04 -4.97 2.72
C -1.19 1.26 1.60
C 0.96 0.41 -3.52
C -1.73 1.80 2.76
C 1.83 -4.31 1.28
C -2.02 0.76 0.47
C 1.24 -5.25 2.09
H 2.09 1.46 2.55
H -3.91 1.64 1.00
H -5.10 0.70 -0.93
H -1.42 2.65 4.70
H -3.85 -0.75 -2.56
H -1.42 -1.09 -2.17
```

Values from the calculation:
* E_LUMO: 2.2 eV
* net charge: -1
* E_HOMO: -5.66 eV
* electronic energy: -143790.1872 eV
* ΔE to the lowest compared entry with this formula, charge and spin: 0.0 kJ/mol

Entry 3:
ORCA calculation (ωB97M-V with the def2-TZVPD basis set) on a molecular structure, C45H41BaBrFN10O6.

```
105
Properties=species:S:1:pos:R:3
Ba -0.14 0.37 -0.01
Br -1.95 -2.61 -2.13
F -2.05 -6.29 1.56
O -3.48 -6.98 3.86
O 4.17 1.21 -1.05
O -2.11 -0.79 0.98
O 1.66 1.00 -1.54
O -5.56 -2.94 3.84
O -2.08 -1.73 3.00
N 0.73 -2.31 1.08
N -4.09 -3.37 2.14
N 2.01 1.07 3.97
N -3.44 2.48 -2.47
N 0.00 0.23 -3.96
N 2.09 -0.26 3.57
N 1.87 1.80 1.71
N -4.51 -4.95 3.79
N 1.87 4.13 1.35
N 1.32 0.11 -3.67
C 5.92 2.00 -4.13
C -2.62 -1.44 1.94
C 1.84 2.84 0.95
C -1.69 4.91 1.60
C 4.36 1.47 -2.36
C 1.13 -2.07 2.33
C 1.88 4.99 5.40
C 1.41 -3.09 3.25
C 1.81 6.03 4.48
C -3.17 -4.24 1.60
C 1.87 4.45 2.70
C -2.94 -5.45 2.12
C 0.55 -2.82 -3.53
C -3.49 1.28 -1.66
C 1.85 1.26 -2.88
C 1.93 3.39 3.60
C 1.81 5.77 3.12
C 1.00 -4.08 -2.94
C 0.56 -3.57 0.72
C 4.87 2.02 -5.05
C 5.66 1.73 -2.80
C 1.22 -4.40 2.85
C 1.94 2.00 3.09
C 0.16 -5.15 -2.63
C 2.01 -6.38 -1.71
C -2.22 5.69 0.58
C -0.82 -0.76 -3.89
C 1.20 -0.67 2.77
C -2.19 3.23 -2.30
C -1.30 3.61 1.34
C 3.30 1.50 -3.27
C -2.35 5.12 -0.68
C 0.67 -6.29 -2.02
C 1.94 3.68 4.97
C 3.59 1.77 -4.61
C 2.86 -5.33 -2.03
C 0.78 -4.65 1.56
C 2.37 -4.20 -2.65
C -1.39 2.98 0.08
C -4.03 -1.99 1.66
C -4.61 3.30 -2.24
C -1.96 3.80 -0.92
C -4.77 -3.68 3.29
C -0.56 -2.10 -3.35
C -3.63 -5.90 3.32
H 1.99 2.86 5.66
H -1.59 5.33 2.60
H -5.51 2.73 -2.50
H -3.48 1.47 -0.58
H -0.88 3.05 2.18
H 3.18 1.07 -0.98
H -4.80 -1.42 2.17
H 0.00 -7.11 -1.79
H 1.28 -2.35 -4.19
H -0.89 -5.11 -2.88
H -4.71 3.63 -1.20
H 6.93 2.19 -4.46
H 1.76 2.68 -0.13
H 1.24 2.12 -3.20
H 1.88 5.21 6.46
H 1.75 7.06 4.82
H 0.23 -3.74 -0.31
H -2.53 6.71 0.76
H 5.06 2.23 -6.10
H -2.20 4.02 -3.06
H 3.03 -3.38 -2.90
H 0.59 -5.66 1.20
H -4.57 4.18 -2.87
H -2.63 -3.88 0.73
H -2.77 5.71 -1.49
H 2.76 1.77 -5.32
H -4.23 -1.98 0.58
H 1.54 -0.74 -3.15
H -1.84 -0.54 -4.18
H 1.72 -2.82 4.24
H -5.01 -5.18 4.64
H 2.40 -7.26 -1.22
H -4.39 0.71 -1.91
H 1.67 4.83 0.66
H 6.45 1.70 -2.06
H 1.40 -5.22 3.53
H 3.92 -5.39 -1.80
H -2.64 0.64 -1.91
H 0.42 0.02 2.44
H 1.74 6.57 2.40
H -1.37 2.55 -2.55
```

Values from the calculation:
* E_LUMO: 1.8 eV
* net charge: -1
* E_HOMO: -4.78 eV
* electronic energy: -147973.2230 eV
* ΔE to the lowest compared entry with this formula, charge and spin: 215.4 kJ/mol

Entry 4:
ORCA calculation (ωB97M-V with the def2-TZVPD basis set) on 3 unconnected molecules or ions with the total composition C21H33N3O4S2 in a non-equilibrium geometry.

```
63
Properties=species:S:1:pos:R:3
S -2.41 -0.13 -3.97
S 2.63 3.95 3.09
O -1.37 0.64 -3.31
O 3.67 4.72 3.75
O -2.39 -1.58 -4.01
O 2.65 2.50 3.05
N -0.42 -1.28 0.11
N 3.68 -4.47 1.92
N -1.46 -2.61 3.00
C 1.02 5.18 1.38
C -3.99 0.41 -3.36
C -4.19 -4.43 0.31
C -2.61 0.50 -5.63
C 2.83 -1.06 1.71
C 2.42 4.58 1.43
C 1.53 -0.05 1.51
C 4.80 -2.48 0.57
C 3.77 -1.20 0.37
C -1.57 -2.23 0.29
C -4.37 1.56 -4.27
C 4.07 -3.95 0.52
C -3.67 -3.72 -1.11
C -2.39 -2.65 -1.10
C 1.05 4.49 3.71
C -0.29 -1.67 2.89
C 0.19 -1.04 1.47
C -4.02 1.10 -5.69
C -3.37 -3.97 1.67
C -2.09 -2.91 1.67
C 0.66 5.64 2.79
H 1.14 4.79 4.75
H 1.24 6.54 3.04
H 2.62 -4.43 1.91
H -4.69 -0.43 -3.45
H -1.85 1.26 -5.80
H -5.07 -5.20 0.38
H -0.40 5.89 2.88
H 1.46 0.58 2.52
H -4.73 0.34 -6.01
H 3.95 -3.73 2.62
H 4.79 -4.76 0.06
H 2.54 3.76 0.72
H 3.16 -1.23 -0.63
H -2.07 -2.18 -2.14
H -3.80 2.46 -4.02
H 0.35 3.66 3.61
H -2.50 -0.32 -6.35
H 5.60 -2.46 -0.30
H -5.44 1.81 -4.18
H -4.23 -4.03 -2.11
H -3.69 -4.44 2.70
H 0.30 -1.40 3.88
H 3.47 -0.78 2.65
H 0.97 6.01 0.66
H 2.40 -2.16 1.93
H 3.19 5.34 1.26
H 5.39 -2.33 1.59
H 3.10 -3.85 -0.16
H -4.06 1.92 -6.40
H 4.45 -0.22 0.34
H 0.31 4.42 1.05
H 1.61 0.64 0.57
H -3.90 0.71 -2.31
```

Values from the calculation:
* SMILES: NCCCCCc1cnc2ccccc2n1.O=S1(=O)CCCC1.O=S1(=O)CCCC1
* E_LUMO: -0.8 eV
* E_HOMO: -7.97 eV
* electronic energy: -56629.2244 eV

Entry 5:
ORCA calculation (ωB97M-V with the def2-TZVPD basis set) on 2 unconnected molecules or ions with the total composition C2H2BrCl3 in a non-equilibrium geometry.

```
8
Properties=species:S:1:pos:R:3
Br 1.99 1.24 0.14
Cl -1.15 1.83 0.19
Cl -1.96 -1.00 0.12
Cl 1.47 -1.83 -0.32
C 0.95 -0.33 0.38
C -0.88 0.24 -0.43
H 0.56 -0.38 1.50
H -0.99 0.22 -1.58
```

Values from the calculation:
* E_LUMO: 0.5 eV
* E_HOMO: -9.52 eV
* electronic energy: -109714.1065 eV
* ΔE to the lowest compared entry with this formula, charge and spin: 177.3 kJ/mol

Entry 6:
ORCA calculation (ωB97M-V with the def2-TZVPD basis set) on C5H7N3 in the gas phase in a non-equilibrium geometry.

```
15
Properties=species:S:1:pos:R:3
N 0.16 -1.18 -0.75
N 1.75 -0.02 0.56
N 1.23 1.18 0.27
C -1.95 -0.17 1.15
C -0.59 0.09 -0.91
C 0.21 1.25 -0.45
C 1.19 -1.13 0.00
C -1.89 0.04 -0.17
H -2.79 0.21 -0.78
H -0.17 2.24 -0.50
H 1.54 -2.10 0.30
H -1.18 -0.45 1.85
H 2.57 -0.10 1.21
H -0.82 0.09 -2.01
H -2.95 -0.20 1.63
```

Values from the calculation:
* SMILES: C=C[C@H]1C=NNC=N1
* E_LUMO: 1.0 eV
* E_HOMO: -8.66 eV
* electronic energy: -9766.2500 eV
* ΔE to the lowest compared entry with this formula, charge and spin: 302.7 kJ/mol